No. 1
Density functional theory data (the ωB97M-V functional and the def2-TZVPD basis) for one molecule with the formula C20H26N4OS.

Values from the calculation:
Molar mass (g/mol): 370.52
ΔE to the lowest compared entry with this formula, charge and spin (eV): 0.0000
E_LUMO (eV): 0.6
Gap between HOMO and LUMO (eV): 8.4
Structure (SMILES): O=c1c2cc(NC(=S)N3CCCCCC3)ccc2nc2n1CCCCC2

Last column: natural (NBO) charge in e.
Positions of all 52 atoms, in Å:
1 H 5.23935 1.80176 -4.08485  0.204
2 N 1.23477 1.99811 -3.61114  -0.420
3 C -1.00489 -2.19192 5.66087  -0.408
4 H -3.82089 -2.92460 4.26032  0.212
5 C 3.47686 1.12954 -3.04351  -0.425
6 H 1.44676 3.23081 -5.26682  0.188
7 C -0.48236 -1.59299 2.29896  0.666
8 H 0.22277 1.95298 -5.39665  0.260
9 H 2.28574 2.56248 -1.90618  0.215
10 C -2.36327 -2.12756 6.35283  -0.393
11 C 4.36746 1.17694 -4.29085  -0.395
12 C 1.23033 2.18015 -5.04407  -0.224
13 H -4.68337 -1.42680 3.88286  0.249
14 H 3.73668 2.80432 -5.57053  0.192
15 H 4.73402 0.16579 -4.47848  0.207
16 C -0.51082 0.60804 -0.72744  0.143
17 H 4.11957 1.11901 -2.16091  0.216
18 C -1.82775 1.08965 -0.68398  -0.193
19 N 0.41412 1.02405 -1.68424  -0.606
20 H -2.75226 -3.14239 6.47112  0.193
21 C -2.69048 0.67781 0.30112  -0.210
22 H 2.00783 1.33270 -6.82895  0.218
23 C -2.73095 -1.44102 3.16683  0.473
24 H 4.28775 1.37143 -6.41301  0.216
25 H 2.10096 0.24768 -5.44732  0.207
26 C -0.07302 -0.25931 0.25952  -0.188
27 C 2.48501 2.29937 -2.94857  -0.232
28 N -1.46063 -1.94689 3.23185  -0.431
29 H 2.90801 0.19661 -3.04429  0.203
30 O 0.64871 -2.03891 2.37659  -0.623
31 H 1.36695 0.79171 -1.43886  0.399
32 C 0.19328 1.40282 -2.98151  0.307
33 H -0.31856 -2.76201 6.28976  0.216
34 N -3.13666 -0.62245 2.26347  -0.507
35 C -3.72859 -1.83748 4.21179  -0.457
36 H -4.30472 -1.24578 6.19061  0.215
37 C -3.38709 -1.28288 5.60032  -0.391
38 H -1.72787 -3.72250 4.30367  0.198
39 S -1.25635 1.13714 -3.73820  -0.259
40 H 0.94116 -0.63384 0.27211  0.227
41 C 2.24102 1.28188 -5.76399  -0.417
42 C -2.26779 -0.21867 1.29000  0.234
43 H -2.22874 -1.70980 7.35307  0.211
44 H -3.70503 1.04043 0.33558  0.225
45 H 2.90841 3.18553 -3.42664  0.209
46 H -0.05600 -3.19856 4.00601  0.261
47 H -0.59386 -1.18622 5.54978  0.208
48 C -1.05715 -2.85915 4.28665  -0.237
49 C -0.94042 -0.67669 1.26532  -0.204
50 C 3.69518 1.71258 -5.56173  -0.405
51 H -3.02114 -0.25945 5.49581  0.205
52 H -2.16204 1.78655 -1.43409  0.246

=====

No. 2
Density functional theory data (the ωB97M-V functional and the def2-TZVPD basis) for one molecule with the formula C20H26N6O3S in a non-equilibrium geometry.

Values from the calculation:
Molar mass (g/mol): 430.53
ΔE to the lowest compared entry with this formula, charge and spin (eV): 1.7514
E_LUMO (eV): 0.0
Gap between HOMO and LUMO (eV): 9.3
Structure (SMILES): O=C(N[C@@H]1C[C@@H]2CC[C@H]1C2)C1CCN(S(=O)(=O)c2ccc(-c3nn[nH]n3)cc2)CC1

Last column: natural (NBO) charge in e.
Positions of all 56 atoms, in Å:
1 H 1.31589 -3.66668 -0.19203  0.237
2 H -6.65781 2.19630 -1.76179  0.216
3 C 5.80005 -1.03132 -0.19670  -0.171
4 C -4.24594 2.38546 0.60581  -0.414
5 C 0.77928 -2.97282 0.45397  -0.229
6 C -1.17038 -1.38995 0.22171  -0.316
7 N 9.02758 2.15300 0.36924  -0.025
8 H 5.33314 2.30521 -0.57269  0.239
9 N 9.42304 0.91259 0.54954  -0.161
10 C -2.68917 -1.35724 0.36700  0.702
11 H -0.96729 0.13155 1.76273  0.221
12 C -6.43765 1.52094 0.35903  -0.406
13 H 3.01770 1.48979 -1.09809  0.236
14 H 10.36662 0.65078 0.79618  0.419
15 S 1.88826 -1.15511 -1.12837  2.318
16 H 0.83711 -3.33077 1.48521  0.203
17 H -7.15579 0.70363 0.37016  0.211
18 H -0.75303 -3.06262 -1.06812  0.220
19 H -5.01742 0.79665 1.93260  0.222
20 H -2.67739 0.40999 -0.65012  0.395
21 C 3.81087 0.80781 -0.83475  -0.140
22 N -3.25814 -0.25976 -0.17075  -0.617
23 H -5.98380 -0.17628 -1.84239  0.218
24 H -0.86095 -0.75449 -0.61260  0.231
25 H 4.26641 -2.51688 -0.47365  0.237
26 H -4.06681 2.89822 -1.52928  0.202
27 H -4.41363 3.12323 1.39125  0.213
28 C 5.08804 1.25486 -0.54970  -0.187
29 H -3.17570 2.18907 0.56531  0.201
30 C -4.67200 0.01069 -0.10271  -0.054
31 H -1.32179 -3.50734 0.54998  0.241
32 H -6.85899 2.38424 0.87066  0.209
33 N 1.49382 -1.71234 0.40133  -0.682
34 H -0.75705 -1.52901 2.32548  0.214
35 C 7.42153 0.80553 0.06776  0.240
36 O -3.31746 -2.22112 0.94371  -0.640
37 H -4.47366 0.66493 -2.18588  0.205
38 H -5.13382 -0.93233 0.20408  0.240
39 C 4.52135 -1.46952 -0.48098  -0.179
40 C -5.25400 0.52431 -1.43787  -0.414
41 H 1.20535 0.26625 0.84855  0.219
42 O 1.07326 -0.03669 -1.52986  -0.953
43 O 1.97317 -2.28246 -2.00682  -0.934
44 C 6.08454 0.33448 -0.22845  -0.076
45 N 7.78757 2.11114 0.06940  -0.252
46 C -0.54104 -0.83983 1.50750  -0.413
47 C 3.54053 -0.54688 -0.79636  -0.334
48 H 6.58761 -1.72632 0.04936  0.234
49 N 8.46073 0.03326 0.37427  -0.248
50 C -0.67745 -2.82379 -0.00688  -0.430
51 H 1.50437 -0.77488 2.25515  0.202
52 H -5.24114 3.87265 -0.65056  0.210
53 C -4.81898 2.87156 -0.74126  -0.410
54 C -5.91922 1.84635 -1.04240  -0.219
55 C -5.06367 1.12246 0.89528  -0.226
56 C 0.97333 -0.70049 1.29878  -0.224

=====

- Which value of molar mass does entry 2 give?
  430.53 g/mol

=====

- What is the formula in the second record?
  C20H26N6O3S

=====

- Number 2 is which compound?
  C20H26N6O3S

=====

- The lowest E_LUMO belongs to which entry?
  C20H26N6O3S